{
  "formula": "C32H85FeO11",
  "method": "ωB97M-V/def2-TZVPD",
  "total_charge": 2,
  "multiplicity": 6,
  "energy_ha": -3360.86846,
  "homo_lumo_gap_ev": [5.709, 3.443],
  "de_lowest_kj_mol": 0.0,
  "lumo_ha": [-0.27305, -0.35631],
  "symbols": ["Fe", "C", "C", "O", "H", "H", "H", "H", "H", "C", "C", "C", "O", "H", "H", "H", "H", "H", "H", "H", "H", "C", "C", "C", "O", "H", "H", "H", "H", "H", "H", "H", "H", "C", "C", "C", "O", "H", "H", "H", "H", "H", "H", "H", "H", "C", "C", "C", "O", "H", "H", "H", "H", "H", "H", "H", "H", "C", "C", "C", "O", "H", "H", "H", "H", "H", "H", "H", "H", "C", "C", "C", "O", "H", "H", "H", "H", "H", "H", "H", "H", "C", "C", "C", "O", "H", "H", "H", "H", "H", "H", "H", "H", "C", "C", "C", "O", "H", "H", "H", "H", "H", "H", "H", "H", "C", "C", "C", "O", "H", "H", "H", "H", "H", "H", "H", "H", "C", "C", "C", "O", "H", "H", "H", "H", "H", "H", "H", "H"],
  "coordinates": [[0.310, 1.590, -3.148], [-0.740, -0.710, 0.084], [0.534, 0.060, -0.153], [0.442, 0.991, -1.189], [-0.763, -1.217, 1.048], [-0.908, -1.513, -0.634], [-1.555, 0.014, 0.077], [1.356, -0.650, -0.247], [0.797, 0.592, 0.762], [-3.453, -3.006, -0.881], [-4.285, -2.981, 0.388], [-5.759, -2.727, 0.107], [-4.178, -4.201, 1.161], [-3.853, -3.601, -1.701], [-2.428, -3.330, -0.699], [-3.363, -2.001, -1.292], [-4.047, -2.098, 0.981], [-6.322, -2.716, 1.040], [-6.281, -3.527, -0.416], [-5.971, -1.749, -0.326], [-4.438, -3.896, 2.033], [-0.265, 4.023, 2.384], [-1.206, 3.119, 1.563], [-2.704, 3.411, 1.640], [-0.752, 3.181, 0.209], [-0.149, 4.959, 1.837], [0.647, 3.429, 2.445], [-0.523, 4.167, 3.433], [-1.126, 2.086, 1.900], [-3.075, 4.406, 1.394], [-3.095, 3.065, 2.597], [-3.294, 2.866, 0.902], [-0.607, 2.287, -0.109], [0.321, -1.660, -5.686], [-0.499, -1.163, -4.495], [-1.274, -2.289, -3.715], [0.325, -0.515, -3.577], [0.825, -0.917, -6.304], [-0.182, -2.316, -6.396], [1.102, -2.336, -5.338], [-1.285, -0.451, -4.744], [-0.551, -2.975, -3.273], [-1.950, -2.893, -4.320], [-1.820, -1.805, -2.906], [0.811, -1.206, -3.121], [3.181, 2.893, 1.451], [3.148, 3.589, 0.114], [4.147, 4.730, 0.007], [3.543, 2.563, -0.806], [2.306, 2.255, 1.576], [3.104, 3.681, 2.201], [4.141, 2.398, 1.597], [2.173, 4.041, -0.067], [4.403, 4.930, -1.033], [5.084, 4.524, 0.525], [3.778, 5.649, 0.463], [4.386, 2.195, -0.529], [2.185, -1.797, 3.392], [1.780, -0.670, 4.329], [0.264, -0.642, 4.505], [2.292, -0.967, 5.603], [3.214, -2.102, 3.585], [2.055, -1.633, 2.322], [1.595, -2.658, 3.705], [2.212, 0.251, 3.937], [-0.131, -1.562, 4.935], [-0.293, -0.323, 3.624], [0.067, 0.126, 5.253], [1.989, -0.259, 6.178], [1.347, -4.927, -1.699], [1.785, -3.439, -1.435], [3.208, -3.289, -0.864], [1.810, -2.794, -2.725], [0.302, -5.058, -1.982], [1.533, -5.491, -0.786], [1.997, -5.254, -2.510], [1.159, -2.857, -0.760], [3.922, -3.761, -1.539], [3.328, -3.860, 0.057], [3.446, -2.236, -0.715], [2.350, -3.365, -3.276], [-0.646, 5.613, -2.193], [0.356, 4.845, -3.044], [1.777, 5.418, -3.106], [0.450, 3.586, -2.437], [-0.558, 5.526, -1.110], [-1.633, 5.267, -2.500], [-0.568, 6.670, -2.447], [-0.068, 4.663, -4.031], [1.735, 6.160, -3.903], [2.470, 4.629, -3.399], [2.075, 5.947, -2.200], [0.045, 3.787, -1.590], [-0.019, -4.756, 1.488], [-0.888, -4.923, 2.705], [-1.438, -3.586, 3.072], [-2.037, -5.658, 2.342], [0.297, -5.752, 1.179], [0.821, -4.073, 1.621], [-0.487, -4.454, 0.551], [-0.333, -5.423, 3.499], [-1.785, -2.967, 2.245], [-0.756, -2.957, 3.645], [-2.339, -3.636, 3.683], [-2.586, -5.107, 1.780], [-5.175, 1.196, 4.562], [-4.488, 0.616, 3.331], [-3.111, 0.132, 3.564], [-5.274, -0.512, 3.046], [-5.388, 0.452, 5.329], [-6.133, 1.600, 4.236], [-4.632, 2.050, 4.967], [-4.470, 1.360, 2.535], [-2.696, -0.370, 2.690], [-3.072, -0.631, 4.341], [-2.452, 0.914, 3.941], [-6.112, -0.115, 2.797], [4.206, 2.402, -4.270], [3.493, 1.142, -3.866], [4.401, 0.135, -3.158], [2.491, 1.596, -2.973], [4.505, 2.973, -3.391], [3.572, 3.137, -4.766], [5.098, 2.216, -4.868], [3.039, 0.639, -4.719], [3.785, -0.709, -2.849], [4.853, 0.576, -2.269], [5.184, -0.197, -3.840], [2.914, 1.901, -2.167]],
  "forces_ev_per_angstrom": [[2.998, -1.849, 4.772], [-0.664, -0.045, -0.095], [0.307, -0.709, 0.613], [-0.566, 1.017, -2.645], [0.334, 0.226, 0.213], [-0.049, 0.282, -0.317], [-0.360, -0.235, -0.063], [0.405, 0.078, -0.711], [-0.021, 0.546, 0.110], [0.424, -0.002, -0.105], [-1.296, 0.060, -0.460], [-0.940, -0.285, 0.402], [0.532, 1.097, -0.617], [-0.218, -0.306, 0.280], [0.062, -0.225, 0.175], [-0.218, 0.248, 0.156], [0.828, -0.140, 0.377], [0.260, 0.147, 0.404], [0.417, 0.017, -0.585], [0.228, -0.067, -0.380], [-0.170, -0.455, 0.434], [-0.269, -1.193, -0.264], [-0.969, 0.512, 0.678], [-0.603, -0.037, -0.314], [0.361, 0.100, -0.783], [0.210, 0.054, 0.309], [0.433, 0.564, -0.246], [-0.550, 0.221, -0.217], [0.306, -0.166, 0.132], [0.688, 0.509, 0.565], [0.075, 0.419, 0.158], [0.417, -0.731, -0.196], [-0.037, -0.060, 0.005], [0.293, -0.678, -0.193], [-2.236, -2.139, -1.340], [0.848, 0.522, -0.332], [0.326, 2.774, 0.500], [-0.182, 0.429, 0.297], [-0.717, 0.284, 0.180], [0.192, 0.140, 0.415], [0.128, 0.261, -0.563], [0.054, -0.022, 0.005], [0.010, 0.342, -0.169], [-0.144, -0.110, -0.060], [1.160, -0.615, 0.785], [-0.554, 1.336, 0.626], [1.479, 0.161, 0.811], [0.347, 0.299, 0.198], [-0.901, -0.232, -1.485], [0.325, -0.352, -0.006], [0.021, -0.150, 0.379], [-0.154, -0.230, 0.056], [-0.282, -0.844, -0.640], [-0.179, 0.064, -0.048], [0.081, -0.279, 0.025], [-0.182, 0.000, -0.058], [0.152, 0.119, 0.252], [0.213, -0.808, 0.829], [-0.656, -0.925, -0.614], [0.061, 1.276, 0.121], [0.710, -0.010, 0.072], [0.168, 0.265, -0.156], [-0.170, 0.290, 0.040], [-0.078, -0.220, -0.309], [-0.229, 0.498, 0.097], [0.255, -0.059, -0.291], [-0.037, -0.281, -0.234], [-0.248, 0.196, 0.112], [0.108, -0.040, 0.361], [0.603, 1.462, 1.013], [0.833, -0.964, -0.165], [-0.454, -1.027, -0.053], [-0.682, 0.984, 0.081], [0.058, 0.257, -0.040], [0.034, -0.257, -0.242], [-0.035, -0.447, 0.078], [-0.641, -0.192, -0.362], [0.140, 0.235, -0.242], [-0.159, 0.281, 0.269], [0.100, -0.082, 0.022], [0.114, 0.053, -0.311], [-0.342, 0.820, -1.283], [0.657, 1.743, -0.219], [-1.009, 0.421, -0.844], [-0.466, -3.212, 0.035], [0.402, -0.235, -0.010], [-0.204, 0.163, 0.311], [-0.166, 0.048, 0.081], [0.193, 0.411, -0.217], [0.387, 0.139, -0.027], [0.106, 0.159, 0.173], [0.010, -0.334, 0.121], [-0.210, -1.026, 1.373], [1.025, -0.955, -0.925], [-1.416, 1.121, -1.444], [-0.126, 1.813, 1.676], [0.431, -1.675, 0.370], [0.679, -0.103, 0.284], [0.301, -0.188, 0.267], [-0.915, 0.547, 0.318], [-0.293, -0.032, 0.058], [0.283, -0.261, -0.635], [0.192, -0.067, -0.116], [0.064, -0.466, 0.326], [-0.319, 0.155, -0.266], [0.233, 1.129, -0.175], [-0.477, 0.089, 1.574], [1.147, -0.575, 0.707], [-0.308, -0.497, -1.539], [0.362, -0.040, -0.099], [-0.190, 0.016, 0.052], [0.092, -0.024, 0.269], [-0.269, -0.035, -0.319], [0.110, 0.270, -0.288], [-0.321, -0.095, 0.165], [0.097, 0.194, -0.334], [-0.511, -0.563, -0.077], [0.692, 0.715, -0.339], [1.324, 0.063, -0.320], [-0.567, 0.196, -0.203], [-3.163, -1.027, -1.381], [0.338, -0.345, 0.324], [-0.212, -0.386, -0.512], [-0.098, 0.031, -0.085], [-0.320, 0.122, 0.021], [0.158, -0.191, 0.016], [0.135, 0.038, -0.047], [-0.010, -0.044, 0.120], [0.249, 0.812, 1.568]]
}